The following is a quantum chemistry calculation of a 9-piece molecular cluster, C15H42O15 overall in a non-equilibrium geometry, from the OMol25 dataset.

The geometry in XYZ format:
```
72
Properties=species:S:1:pos:R:3:mulliken_charge:R:1
C -10.25 0.74 11.20 -0.6119
O -11.00 -0.09 10.31 -0.3224
C -11.96 -0.95 10.76 0.7701
O -12.39 -1.05 11.93 -0.5778
O -12.57 -1.60 9.70 -0.3380
C -13.59 -2.55 10.00 -0.4311
H -10.91 1.13 11.97 0.3039
H -9.82 1.57 10.64 0.2317
H -9.44 0.18 11.66 0.2767
H -14.40 -1.94 10.40 0.1843
H -13.29 -3.31 10.73 0.1905
H -13.97 -2.94 9.06 0.3248
C -19.41 -8.27 13.13 -0.6313
O -19.04 -7.00 13.74 -0.1999
C -18.37 -6.87 14.88 0.8428
O -18.28 -5.78 15.52 -0.7011
O -17.82 -8.13 15.24 -0.3580
C -16.88 -8.15 16.32 -0.5765
H -19.93 -8.85 13.90 0.3136
H -18.49 -8.77 12.84 0.2420
H -20.10 -8.06 12.31 0.2358
H -15.91 -8.48 15.95 0.1532
H -17.25 -8.85 17.08 0.3387
H -16.85 -7.17 16.80 0.2707
C -17.54 0.07 11.68 -0.6247
O -18.31 -1.15 11.53 -0.3617
C -17.82 -2.25 11.97 0.8095
O -16.86 -2.41 12.77 -0.5338
O -18.56 -3.26 11.44 -0.3918
C -18.28 -4.58 11.80 -0.3576
H -18.34 0.81 11.70 0.2559
H -16.81 0.28 10.91 0.2633
H -17.05 0.01 12.65 0.3069
H -19.07 -5.17 11.32 0.2335
H -18.21 -4.83 12.85 0.1956
H -17.34 -4.93 11.37 0.2213
C -14.90 -9.19 11.87 -0.4848
O -14.23 -9.27 13.19 -0.4976
H -14.13 -8.88 11.16 0.2666
H -15.35 -10.14 11.59 0.2861
H -15.81 -8.61 11.85 0.0880
H -13.50 -8.66 13.24 0.2676
C -16.17 -3.14 16.00 -0.5287
O -16.66 -4.24 16.81 -0.5820
H -16.97 -2.59 15.49 0.2522
H -15.68 -2.37 16.59 0.3735
H -15.46 -3.51 15.26 0.1024
H -17.20 -4.76 16.21 0.4405
C -13.48 -5.79 17.24 0.0583
O -13.12 -6.93 17.93 -0.5782
H -13.01 -4.91 17.68 0.3286
H -12.95 -5.98 16.30 -0.1186
H -14.55 -5.66 17.10 0.0261
H -12.28 -6.85 18.39 0.3110
C -11.55 -8.31 14.54 -0.8092
O -11.82 -7.33 13.67 -0.4962
H -11.56 -9.33 14.16 0.3396
H -10.57 -8.18 14.99 0.3758
H -12.32 -8.42 15.31 0.3002
H -11.29 -6.55 13.85 0.3136
C -14.92 -5.91 13.87 0.5510
O -15.11 -5.81 12.46 -0.5163
H -15.83 -5.53 14.35 -0.0124
H -14.68 -6.94 14.11 -0.2796
H -14.05 -5.34 14.20 0.1472
H -15.08 -4.88 12.23 0.1686
C -10.70 -3.93 14.60 -0.2922
O -10.00 -5.09 14.17 -0.5962
H -11.59 -4.17 15.18 0.0791
H -9.96 -3.48 15.26 0.2577
H -10.95 -3.42 13.67 0.1790
H -9.80 -4.95 13.24 0.3318
```

Calculated values
**SMILES**: COC(=O)OC.COC(=O)OC.COC(=O)OC.CO.CO.CO.CO.CO.CO
**Kohn-Sham gap**: 0.3586 Eh
**Maximum force**: 5.66 eV/Å
**Energy relative to the best compared isomer or geometry (same formula, charge and spin)**: 30.83 kcal/mol